Molecular formula: C20H41F8O7PSSi
Method: DFT, ωB97M-V with the def2-TZVPD basis set

```
! RIJCOSX wB97M-V def2-TZVPD def2/J DEFGRID3
* xyz 0 1
C 2.0831 -7.2331 2.1301
Si 2.4408 -5.4295 2.6563
C 4.3322 -5.0007 2.6285
C 5.1699 -5.9322 3.6120
O 6.3607 -5.2555 4.0757
C 7.4611 -5.4422 3.1787
C 8.4542 -4.2025 3.1330
F 9.7434 -4.7664 2.9398
F 8.2565 -3.3879 1.9966
C 8.5449 -3.3743 4.4844
F 9.7268 -2.6056 4.3889
F 8.7668 -4.2816 5.5117
C 7.3515 -2.3519 4.7468
F 6.3224 -2.4031 3.8140
F 7.8902 -1.0510 4.6547
C 6.6835 -2.4326 6.1864
F 7.5152 -1.8925 7.1923
F 6.1881 -3.6949 6.5174
P 1.4049 -4.1134 1.1775
S -0.5438 -4.3578 1.1902
H 3.0499 -7.8082 1.9849
H 1.4402 -7.7473 2.9185
H 1.4614 -7.2481 1.1744
H 1.8195 -5.1289 3.9515
H 4.6993 -5.2111 1.5701
H 4.3878 -3.8952 2.8836
H 5.4436 -6.9439 3.1540
H 4.5731 -6.1804 4.5554
H 7.9929 -6.3994 3.5093
H 7.1460 -5.6314 2.1007
H 5.7783 -1.7401 6.1585
H 1.7715 -2.7293 1.3256
H 1.8556 -4.4918 -0.1461
C 0.8773 1.1980 -2.6994
O -0.4849 0.8143 -2.7588
C -0.6689 -0.5701 -3.0338
C -1.8083 -1.1462 -2.2003
O -1.5250 -1.2913 -0.8099
C -1.3769 -0.0960 -0.0473
C -2.6552 0.7105 0.1473
O -3.0618 1.3310 -1.0671
C -4.4567 1.2607 -1.2924
H 1.2821 1.3131 -3.7114
H 0.9319 2.1568 -2.1820
H 1.4733 0.4761 -2.1326
H 0.2451 -1.1421 -2.8443
H -0.9224 -0.6577 -4.0970
H -1.9953 -2.1614 -2.5626
H -2.7363 -0.5957 -2.3544
H -0.5675 0.5194 -0.4411
H -1.0417 -0.4251 0.9427
H -2.4675 1.5099 0.8732
H -3.4392 0.0563 0.5442
H -4.8416 0.2532 -1.1038
H -4.6399 1.4969 -2.3434
H -4.9786 1.9905 -0.6677
C -8.2931 7.9965 -2.9893
O -7.5722 6.7882 -2.8241
C -7.8185 5.8398 -3.8559
C -6.5338 5.1245 -4.2589
O -5.6025 5.9225 -4.9882
C -4.9592 6.9849 -4.2858
C -3.9646 6.5453 -3.2179
O -4.6312 5.9772 -2.0974
C -3.9913 4.8191 -1.5937
H -9.3313 7.8648 -2.6635
H -7.8176 8.7565 -2.3679
H -8.2625 8.3436 -4.0266
H -8.2634 6.3120 -4.7375
H -8.5281 5.1050 -3.4571
H -6.8128 4.3145 -4.9393
H -6.0542 4.6482 -3.4038
H -5.6908 7.6896 -3.8904
H -4.3995 7.5381 -5.0480
H -3.4145 7.4222 -2.8579
H -3.2494 5.8411 -3.6571
H -3.7158 4.1323 -2.4004
H -4.6987 4.3014 -0.9421
H -3.1086 5.0953 -1.0108
*
```

The value obtained for the total energy is -3141.08548 hartree. The SMILES is C[Si@@H](CCOCC(F)(F)C(F)(F)C(F)(F)C(F)F)[PH2]=S.COCCOCCOC.COCCOCCOC. As for the HOMO-LUMO gap: 8.71 eV.

Mulliken atomic charge list, values in e, 2 entries: -0.97, 0.36